No. 1
Density functional theory data (ωB97M-V/def2-TZVPD) for a structure of composition C27H47BaNO8P2S at a distorted geometry.

Last column: Mulliken charge in e.
CARTESIAN COORDINATES (ANGSTROEM)
Ba  1.103  -1.349  0.080  1.975
C  3.735  5.143  -0.621  -1.325
C  2.765  4.019  -1.047  0.404
C  1.855  4.501  -2.140  -1.328
O  1.852  3.704  0.057  -0.125
P  2.337  2.441  0.878  0.471
O  2.592  1.218  0.089  -0.757
C  1.155  2.371  2.195  -0.379
P  -0.526  1.772  1.712  -0.095
O  -0.640  0.465  0.974  -0.295
O  -0.914  2.908  0.760  -0.183
C  -2.149  3.184  0.008  0.702
C  -1.707  4.264  -0.900  -1.553
C  -2.729  2.014  -0.892  -1.066
O  -1.436  1.777  2.997  -0.384
C  -2.135  0.459  3.260  0.943
C  -3.651  0.839  3.401  -1.198
C  -1.587  -0.126  4.509  -1.495
O  3.737  2.976  1.468  -0.371
C  4.241  2.646  2.831  0.657
C  4.620  1.146  2.947  -0.860
C  5.341  3.694  3.053  -1.688
H  4.347  5.374  -1.493  0.447
H  4.396  4.911  0.181  0.191
H  3.051  5.913  -0.231  0.291
H  3.246  3.136  -1.364  0.509
H  1.108  5.089  -1.620  0.228
H  1.456  3.670  -2.743  0.291
H  2.396  5.192  -2.803  0.453
H  1.129  3.255  2.886  0.552
H  1.538  1.575  2.855  0.348
H  -2.898  3.439  0.801  0.237
H  -0.939  3.780  -1.534  0.146
H  -1.222  5.071  -0.369  0.405
H  -2.464  4.662  -1.554  0.464
H  -2.475  2.086  -1.978  0.449
H  -3.851  1.964  -0.858  0.388
H  -2.317  1.054  -0.565  0.129
H  -1.899  -0.114  2.388  0.099
H  -3.822  0.907  4.491  0.351
H  -4.265  0.094  2.976  0.358
H  -3.896  1.788  2.807  0.260
H  -1.693  0.552  5.376  0.355
H  -0.536  -0.388  4.486  0.379
H  -2.191  -1.063  4.675  0.366
H  3.462  2.901  3.554  0.244
H  5.663  1.012  2.539  0.324
H  3.973  0.476  2.332  0.075
H  4.644  0.809  3.960  0.360
H  6.122  3.496  2.300  0.349
H  5.745  3.676  4.065  0.377
H  5.006  4.628  2.799  0.477
O  -6.925  -6.667  -0.982  -0.108
C  -6.985  -6.419  -2.062  0.107
C  -2.967  -0.720  -2.641  -1.151
C  -3.353  -2.147  -2.337  0.663
C  -3.722  -2.343  -0.885  -1.427
C  -2.413  -3.208  -2.809  0.485
C  -2.765  -3.935  -3.981  -1.206
C  -2.137  -5.110  -4.320  -0.777
C  -0.905  -5.376  -3.717  -0.701
C  -0.404  -4.587  -2.696  0.790
C  0.957  -4.970  -2.179  0.426
C  1.963  -3.832  -2.434  -0.875
C  0.985  -5.428  -0.585  -1.399
C  -1.166  -3.458  -2.232  -0.123
O  -0.606  -2.659  -1.283  -0.394
H  -1.942  -0.600  -2.292  0.147
H  -3.612  -0.032  -2.070  0.323
H  -3.042  -0.549  -3.726  0.339
H  -4.326  -2.338  -2.907  0.288
H  -4.497  -3.156  -0.746  0.249
H  -4.154  -1.508  -0.361  0.431
H  -2.885  -2.760  -0.380  0.189
H  -3.716  -3.706  -4.440  0.383
H  -2.495  -5.880  -5.031  0.335
H  -0.364  -6.260  -4.139  0.237
H  1.251  -5.933  -2.715  0.296
H  1.390  -2.901  -2.320  -0.216
H  2.270  -3.894  -3.475  0.337
H  2.850  -3.901  -1.780  0.384
H  0.602  -4.666  0.035  0.195
H  1.974  -5.643  -0.258  0.486
H  0.291  -6.312  -0.405  0.301
S  4.267  -3.418  3.630  -0.449
C  3.301  -2.662  2.632  0.243
N  2.605  -2.029  1.911  -0.764

## Properties
energy relative to the best compared isomer or geometry (same formula, charge and spin)	0.1098	eV
DFT total energy	-2820.29971	hartree
gap between HOMO and LUMO	0.2535	Ha
multiplicity	1

No. 2
Density functional theory data (ωB97M-V/def2-TZVPD) for a cluster of 9 separate species, H18O9 in total.

Last column: Mulliken charge in e.
CARTESIAN COORDINATES (ANGSTROEM)
O  1.368  2.345  -0.517  -0.648
H  2.298  2.439  -0.289  0.320
H  1.180  1.396  -0.429  0.385
O  2.020  -3.162  -1.527  -0.607
H  2.584  -2.406  -1.330  0.309
H  2.480  -3.622  -2.236  0.299
O  1.918  -1.541  2.046  -0.632
H  2.639  -2.143  1.840  0.306
H  1.979  -0.843  1.383  0.290
O  0.001  -0.200  -0.225  -0.501
H  0.131  -0.851  -0.926  0.243
H  -0.948  -0.239  -0.035  0.218
O  -2.818  -1.348  -0.349  -0.616
H  -3.469  -1.146  -1.032  0.291
H  -3.280  -1.908  0.286  0.302
O  -0.831  -0.319  2.609  -0.638
H  -0.783  0.489  2.077  0.305
H  -0.190  -0.923  2.214  0.338
O  -3.059  1.358  0.755  -0.602
H  -3.863  1.884  0.825  0.262
H  -3.351  0.452  0.583  0.322
O  -0.670  2.613  1.521  -0.654
H  -1.500  2.389  1.077  0.330
H  -0.068  2.921  0.827  0.373
O  2.203  0.502  -2.812  -0.603
H  2.737  1.127  -3.311  0.295
H  1.294  0.736  -3.027  0.310

## Properties
energy relative to the best compared isomer or geometry (same formula, charge and spin)	2.0130	eV
DFT total energy	-687.95182	hartree
structure (SMILES)	O.O.O.O.O.O.O.O.O
gap between HOMO and LUMO	0.3722	Ha
multiplicity	1

No. 3
Density functional theory data (ωB97M-V/def2-TZVPD) for a cluster of 3 separate species, C25H31Br3F8N3O3P in total.

Last column: Mulliken charge in e.
CARTESIAN COORDINATES (ANGSTROEM)
C  -3.897  -1.122  0.256  -0.909
P  -2.466  -0.459  1.203  -0.055
O  -2.502  1.107  0.629  -0.539
C  -1.037  -1.149  0.135  3.010
C  -1.260  -0.825  -1.368  -2.244
C  -1.202  -2.006  -2.347  -0.667
C  -1.245  -1.563  -3.799  0.272
F  -0.225  -0.681  -4.032  -0.318
Br  -0.972  -3.105  -4.942  -0.035
C  -2.521  -0.819  -4.265  0.504
F  -2.529  0.396  -3.681  -0.145
F  -2.514  -0.622  -5.579  -0.240
Br  -4.146  -1.737  -3.788  -0.103
C  -1.018  -2.645  0.425  -1.004
O  -1.900  -3.310  0.902  -0.606
N  0.253  -3.144  0.148  0.085
C  1.231  -2.088  0.175  1.133
F  1.619  -1.833  -1.157  -0.440
C  2.503  -2.485  0.910  -1.266
C  3.404  -3.449  0.133  -0.996
C  2.836  -4.845  -0.050  -0.260
F  3.878  -5.732  -0.279  -0.335
C  0.430  -0.817  0.654  0.795
C  0.379  -0.728  2.198  -2.076
C  1.661  -0.467  2.998  -0.820
C  1.394  0.233  4.320  0.598
F  2.305  -0.127  5.247  -0.304
F  0.175  -0.035  4.823  -0.291
F  1.468  1.584  4.205  -0.252
C  1.109  0.428  0.041  -1.774
C  0.521  1.758  0.435  -0.141
O  0.476  2.207  1.522  -0.401
Br  -0.172  2.796  -1.066  -0.147
H  -3.645  -2.005  -0.326  0.250
H  -4.663  -1.419  0.977  0.461
H  -4.301  -0.350  -0.398  0.305
H  -2.289  1.734  1.332  0.343
H  -0.551  -0.065  -1.687  0.414
H  -2.235  -0.354  -1.469  0.828
H  -2.037  -2.689  -2.174  0.329
H  -0.285  -2.579  -2.235  0.401
H  0.463  -3.959  0.713  0.417
H  2.225  -2.927  1.872  0.442
H  3.081  -1.584  1.127  0.378
H  3.658  -3.019  -0.836  0.356
H  4.339  -3.555  0.691  0.469
H  2.307  -5.182  0.850  0.245
H  2.156  -4.916  -0.901  0.241
H  -0.326  0.066  2.442  0.761
H  -0.094  -1.638  2.585  0.696
H  2.168  -1.394  3.265  0.216
H  2.377  0.160  2.462  0.348
H  2.141  0.453  0.412  0.751
H  1.171  0.369  -1.038  1.276
C  6.496  2.909  3.510  -0.589
C  5.952  4.222  3.481  -0.465
C  4.598  4.107  3.656  -0.486
N  4.304  2.780  3.790  0.120
C  5.453  2.043  3.703  -0.293
H  7.533  2.635  3.408  0.392
H  6.494  5.144  3.348  0.395
H  3.825  4.855  3.696  0.375
H  3.385  2.399  3.925  0.211
H  5.435  0.970  3.797  0.381
C  -6.646  4.146  -4.076  -0.463
C  -6.143  2.816  -4.109  -0.502
C  -4.799  2.881  -3.853  -0.418
N  -4.473  4.196  -3.667  0.054
C  -5.591  4.974  -3.802  -0.503
H  -7.665  4.457  -4.236  0.393
H  -6.704  1.916  -4.299  0.385
H  -4.055  2.108  -3.788  0.496
H  -3.553  4.539  -3.465  0.184
H  -5.542  6.043  -3.691  0.378

## Properties
DFT total energy	-10223.61389	hartree
structure (SMILES)	CP(O)[C@]1(CC[C@@](F)(Br)C(F)(F)Br)C(=O)N[C@](F)(CCCF)[C@@]1(CCC(F)(F)F)CC(=O)Br.c1cc[nH]c1.c1cc[nH]c1
gap between HOMO and LUMO	0.3056	Ha
multiplicity	1

No. 4
Density functional theory data (ωB97M-V/def2-TZVPD) for an isolated molecule of C3H5ClO at a distorted geometry.

Last column: Mulliken charge in e.
CARTESIAN COORDINATES (ANGSTROEM)
C  1.342  0.124  0.075  -1.161
C  -0.074  -0.118  0.518  0.116
O  -0.769  -1.235  -0.008  -0.401
C  -1.285  -0.059  -0.518  0.023
Cl  -2.859  0.450  0.050  -0.201
H  1.761  -0.790  -0.340  0.309
H  1.936  0.433  0.927  0.312
H  1.395  0.901  -0.685  0.301
H  -0.347  0.130  1.537  0.385
H  -1.100  0.164  -1.558  0.318

## Properties
energy relative to the best compared isomer or geometry (same formula, charge and spin)	1.2019	eV
DFT total energy	-652.68913	hartree
structure (SMILES)	C[C@@H]1O[C@H]1Cl
gap between HOMO and LUMO	0.4033	Ha
multiplicity	1

What is the gap between HOMO and LUMO in the second record?
0.3722 Ha

The lowest DFT total energy belongs to which entry?
C25H31Br3F8N3O3P